{
  "formula": "C3H4N2O",
  "method": "ωB97M-V with the def2-TZVPD basis set",
  "symbols": ["N", "C", "C", "N", "C", "O", "H", "H", "H", "H"],
  "positions_angstrom": [[1.72820, -0.04230, -0.13395], [0.77098, 0.65338, -0.67026], [-0.30342, 1.08389, 0.20689], [-1.41492, 0.47421, 0.41065], [-1.55037, -0.83009, -0.05867], [-0.88920, -1.77716, 0.30945], [2.47653, -0.39489, -0.71938], [1.76294, -0.33229, 0.84268], [-0.20578, 2.10619, 0.59541], [-2.37497, -0.94096, -0.78281]],
  "mulliken_charge": [-0.200, -0.381, 0.161, -0.451, 0.165, -0.491, 0.257, 0.239, 0.361, 0.339],
  "total_energy_ha": -301.37834,
  "orbital_gap_ha": 0.3464,
  "lumo_energy_ev": 0.482,
  "fmax_ev_per_a": 0.50,
  "e_homo_ha": -0.3287,
  "spin_multiplicity": 1,
  "relative_energy_kcal_mol": 68.3,
  "total_charge": 0
}

=====

{
  "formula": "C3H4N2O",
  "method": "ωB97M-V with the def2-TZVPD basis set",
  "symbols": ["N", "C", "C", "C", "O", "H", "N", "H", "H", "H"],
  "positions_angstrom": [[0.59714, -0.64526, 0.62569], [-0.03660, -1.04396, -0.23623], [-0.60965, -1.52669, -1.41153], [-1.61657, -0.86092, -1.85782], [-2.46504, -0.17364, -2.20270], [-0.30946, -2.50941, -1.80610], [0.97590, 1.91936, 1.75696], [1.25991, 1.64465, 2.68691], [1.78317, 1.92257, 1.26406], [0.42119, 1.27328, 1.18075]],
  "mulliken_charge": [-0.426, 0.367, -0.685, 0.669, -0.271, 0.334, -0.764, 0.220, 0.219, 0.338],
  "total_energy_ha": -301.40055,
  "orbital_gap_ha": 0.3353,
  "lumo_energy_ev": -0.052,
  "fmax_ev_per_a": 3.88,
  "e_homo_ha": -0.3372,
  "spin_multiplicity": 1,
  "smiles": "N#CC=C=O.N",
  "relative_energy_kcal_mol": 54.4,
  "total_charge": 0
}

=====

{
  "formula": "C3H4N2O",
  "method": "ωB97M-V with the def2-TZVPD basis set",
  "symbols": ["O", "C", "C", "C", "N", "N", "H", "H", "H", "H"],
  "positions_angstrom": [[-2.02296, -0.20619, 0.61618], [-0.76986, 0.21369, 0.10818], [0.63083, 0.92466, 0.39032], [1.58196, 0.02838, -0.14138], [0.96224, -0.82950, -0.93974], [-0.34544, -0.75868, -0.69859], [-2.64438, 0.46343, 0.92984], [0.82906, 1.98738, 0.57506], [2.64036, -0.23304, 0.09958], [-0.86181, -1.59014, -0.93944]],
  "mulliken_charge": [-0.501, 0.319, -0.484, -0.139, -0.809, 0.321, 0.340, 0.316, 0.359, 0.278],
  "total_energy_ha": -301.36081,
  "orbital_gap_ha": 0.3236,
  "lumo_energy_ev": 0.509,
  "fmax_ev_per_a": 3.10,
  "e_homo_ha": -0.3048,
  "spin_multiplicity": 1,
  "smiles": "Oc1ccn[nH]1",
  "relative_energy_kcal_mol": 79.3,
  "total_charge": 0
}